{
  "formula": "C5H32NO12",
  "method": "wB97M-V/def2-TZVPD",
  "max_force_ev_per_a": 5.9,
  "gap_ha": 0.386,
  "e_homo_ev": -13.04,
  "total_charge": 1,
  "mol_weight_g_mol": 298.31,
  "energy_ev": -31756.9132,
  "e_above_lowest_kcal_mol": 57.49,
  "lumo_energy_ev": -2.526,
  "species": ["O", "C", "C", "N", "C", "C", "C", "H", "H", "H", "H", "H", "H", "H", "H", "H", "H", "H", "H", "O", "H", "H", "O", "H", "H", "O", "H", "H", "O", "H", "H", "O", "H", "H", "O", "H", "H", "O", "H", "H", "O", "H", "H", "O", "H", "H", "O", "H", "H", "O"],
  "coordinates": [[1.4839, 2.1684, -0.0862], [0.6540, 2.0966, 0.8357], [0.5887, 0.6955, 1.5946], [1.7291, -0.2545, 1.1927], [2.2765, -1.0393, 2.2961], [1.7353, -0.3337, 3.5432], [0.9391, 0.8588, 3.1018], [-0.1394, 2.7439, 1.0906], [-0.3459, 0.1444, 1.3859], [1.3552, -0.9985, 0.6214], [2.5632, 0.2207, 0.6118], [1.9954, -2.1756, 2.1831], [3.4285, -1.1458, 2.3007], [2.6284, -0.0383, 4.1679], [1.1533, -0.9231, 4.3421], [1.5242, 1.7824, 3.1986], [-0.0154, 0.9720, 3.5971], [-0.7863, -4.1722, -1.4186], [-2.3021, -4.4623, -1.0652], [-1.5766, -3.8392, -0.9140], [2.9370, 1.0211, -1.0870], [4.4557, 1.3917, -1.1434], [3.7460, 0.8478, -0.7158], [-1.9536, 2.8458, 2.1106], [-2.1531, 2.2027, 3.4848], [-1.5006, 2.5719, 2.9120], [1.1534, -0.0293, -2.9239], [0.3688, -0.4606, -1.5808], [1.2159, 0.0270, -1.9010], [-2.2996, 1.6225, -3.7380], [-3.0899, 0.2757, -3.3614], [-2.2608, 0.7930, -3.1928], [-1.6485, -2.1589, -0.5805], [-1.8972, -0.6106, -0.6178], [-1.1988, -1.2789, -0.5585], [-2.6045, 1.3613, -1.0108], [-1.1717, 1.5962, -1.7586], [-1.6259, 1.6223, -0.8361], [-1.3961, 3.7164, -3.4638], [-0.2770, 2.9330, -4.3398], [-1.2013, 3.0531, -4.1707], [-4.7751, -0.5695, -1.7722], [-4.0667, -1.6417, -2.3890], [-4.0056, -0.7866, -2.1359], [-1.1468, -2.9457, 1.1669], [-0.7277, -2.1275, 2.3082], [-1.4534, -2.5724, 1.9618], [2.4978, -1.8012, -1.3966], [3.9754, -1.3552, -1.1704], [3.2147, -1.8439, -0.6787]],
  "forces_ev_per_angstrom": [[-2.38, 1.05, 2.72], [2.82, -4.20, -2.83], [1.39, 0.24, 0.79], [1.39, 0.98, -2.92], [1.31, -2.81, 1.70], [0.95, -0.90, 2.99], [-0.84, 0.98, -0.81], [-0.42, 1.34, 0.19], [0.30, 0.51, 0.11], [-0.08, 0.46, -1.15], [-2.06, -0.88, 1.13], [0.01, 2.27, 0.20], [-1.91, 0.82, -0.35], [-0.92, 0.05, -0.70], [0.66, 0.22, -1.76], [-0.26, -0.12, 0.18], [0.25, 0.16, 0.49], [-1.32, 0.39, 0.69], [0.35, 0.03, 0.04], [0.88, -0.91, -0.68], [-3.13, 1.04, -1.88], [-1.28, -0.59, 0.67], [4.69, -0.30, 1.07], [-0.35, 0.03, 0.04], [-0.85, -0.28, 0.57], [0.82, 0.36, -0.65], [0.02, 0.13, 2.60], [1.44, 1.07, -0.72], [-1.95, -1.45, -2.03], [0.27, -1.09, 0.41], [1.15, 0.72, 0.37], [-1.15, 0.29, -1.53], [0.49, 0.88, -0.28], [0.33, -0.04, -0.09], [-0.09, -0.17, -0.10], [2.78, 0.80, -0.13], [-1.64, -0.23, 2.23], [-1.05, -0.31, -1.34], [0.92, -0.73, -1.00], [0.75, 0.36, 0.26], [-1.63, 0.76, 0.71], [-5.15, 1.50, 2.38], [-0.23, -4.31, -1.28], [4.93, 2.41, -0.87], [0.46, -0.88, -1.59], [1.91, 1.23, 1.14], [-2.41, -0.57, 0.83], [1.43, 0.02, 1.51], [-1.91, -1.08, 1.55], [0.32, 0.77, -2.87]]
}